(1)
Computed, not measured: a 3-piece molecular cluster, C4H13NO2 overall in a non-equilibrium geometry, with ωB97M-V/def2-TZVPD.

Geometry (Å):
O -4.0460 4.5479 -1.2134
O -3.0674 1.0660 -2.2484
N 0.2695 -1.2873 -1.1196
C 1.2839 -0.5689 -0.4054
C 3.0442 -0.8076 1.3894
C 0.6463 -1.4768 1.9059
C 1.5911 -0.9662 0.8477
H 1.6917 0.3246 -0.8865
H 3.6872 -0.8853 0.5129
H -3.6923 3.6505 -1.3275
H 0.9655 -2.4526 2.3308
H -0.4068 -1.4674 1.6275
H -4.5379 4.5709 -0.3939
H 3.2737 0.1965 1.8027
H 3.2820 -1.5808 2.1142
H 0.6021 -1.5949 -2.0312
H -2.2523 0.8436 -1.7725
H -0.0793 -2.1077 -0.6449
H -3.0218 0.6345 -3.1166
H 0.7664 -0.6390 2.6287

## Properties
DFT total energy = -365.3393 Eh
HOMO energy (alpha / beta) = 1.021 / -3.949 eV
Total charge = -1
LUMO (alpha / beta) = 0.1368 / 0.1346 Eh
Spin multiplicity = 2
Maximum force = 2.211 eV Å⁻¹
⟨S²⟩ = 0.75

***

(2)
Computed, not measured: a 2-piece molecular cluster, C24H33N3O3 overall in a non-equilibrium geometry, with ωB97M-V/def2-TZVPD.

Geometry (Å):
O -1.7700 0.7246 4.6090
O -0.5760 -1.8760 -1.2360
O 0.9289 -1.0011 8.6764
N 0.7002 -0.4537 6.5586
N -2.2481 -1.2508 5.4250
N 0.1146 2.4361 -7.0535
C 1.5703 0.7365 -4.9335
C -1.3469 -0.3383 5.0478
C -0.2827 5.1136 -2.8560
C 0.1178 1.2559 -4.8553
C 1.0487 3.5335 -4.1167
C -0.2161 -1.7813 0.0679
C -1.3554 4.2202 -2.8821
C 0.6940 -2.8130 2.0805
C -0.4028 -0.5747 0.7730
C 0.9169 -1.3639 7.5115
C 0.0972 -1.1735 -4.5457
C -0.0447 -0.4926 2.1320
C -0.0132 2.6066 -4.1384
C 0.8398 -1.6003 4.2837
C 0.4812 -1.6202 2.8018
C 0.1866 -0.5207 5.1742
C -1.2225 2.9818 -3.5205
C 1.2539 -2.8109 7.2040
C -0.5121 1.3643 -6.2661
C -0.5580 0.1197 -4.0691
C -2.0545 -2.5538 6.0464
C 0.9194 4.7697 -3.4760
C 0.3448 -2.8961 0.7196
C 1.5091 -0.7894 -4.9701
H 0.4057 -3.3310 6.7781
H 2.1029 -2.8452 6.5246
H 2.1013 1.1298 -5.8065
H -0.4089 0.4156 -6.8031
H 0.6661 0.4746 6.9522
H -0.1847 0.4477 2.6457
H -0.3624 2.5683 -7.9447
H -2.2946 4.4888 -2.4076
H 2.1242 1.0349 -4.0374
H -2.0761 2.3126 -3.5344
H -0.8229 0.2855 0.2748
H -1.6415 0.0913 -4.2232
H -0.4503 -1.5752 -5.4044
H 0.5767 -2.5800 4.6704
H -1.4240 -3.1840 5.4195
H 2.2533 -1.2175 -4.2908
H 1.7128 -1.1591 -5.9802
H 1.9902 3.3053 -4.6061
H -0.8397 -1.0287 -1.5951
H 0.1327 3.3046 -6.5147
H 1.9228 -1.4943 4.3590
H 0.1080 -1.9379 -3.7642
H 1.7542 5.4644 -3.4648
H 0.5681 0.4040 4.7415
H 0.4899 -3.8118 0.1671
H -1.6167 -2.4299 7.0378
H -3.0216 -3.0462 6.1634
H -1.5832 1.5708 -6.1677
H 1.1186 -3.6751 2.5757
H -0.3653 0.2526 -3.0000
H -3.2014 -0.9580 5.2688
H 1.5311 -3.3040 8.1354
H -0.3853 6.0750 -2.3612

## Properties
SMILES = CNC(=O)[C@H](Cc1ccc(O)cc1)NC(C)=O.NCC1(c2ccccc2)CCCC1
DFT total energy = -1324.3309 Eh
HOMO energy = -8.550 eV
LUMO = 0.0228 Eh
Maximum force = 2.029 eV Å⁻¹

***

(3)
Computed, not measured: a 6-piece molecular cluster, C12H36O6 overall, with ωB97M-V/def2-TZVPD.

Geometry (Å):
O -3.3426 0.1089 1.9881
O -0.2862 -2.0807 6.9147
O -0.5145 -0.9848 -1.9702
O 0.6049 1.5901 -2.3541
O 5.7923 -1.4806 -2.3937
O -0.7671 0.1072 0.7158
C -3.4410 1.5174 1.8303
C -4.4681 2.0676 2.7814
C 0.3830 0.3041 1.5338
C 3.4317 -1.2305 -2.1885
C -0.8441 -2.2312 5.6078
C 2.3310 1.9403 -4.0534
C 4.5965 -1.3601 -3.1444
C -2.3288 0.1619 -3.0483
C 0.9325 2.2619 -3.5808
C -1.9425 -1.0264 -2.2079
C -1.2738 -0.8657 5.1068
C 1.6417 -0.1375 0.8255
H 4.4688 -2.2234 -3.8084
H -2.0536 -0.4329 5.7316
H 2.5356 2.5026 -4.9724
H 0.2847 0.7013 -2.5498
H 0.1981 1.9939 -4.3500
H 3.3902 -2.0497 -1.4727
H -4.6284 3.1267 2.5440
H -0.5060 0.1965 -0.2090
H 0.7897 3.3225 -3.3741
H 0.1020 -2.9133 7.1985
H -0.4085 -0.2009 5.1413
H -2.4514 -0.1689 1.7463
H -4.1291 1.9995 3.8135
H -2.4786 2.0105 1.9968
H 2.4366 0.8739 -4.2354
H -3.7330 1.7602 0.7982
H -0.3253 -1.7206 -1.3791
H 2.5014 -1.1945 -2.7617
H 3.0785 2.3001 -3.3449
H 2.5243 0.0626 1.4362
H -1.9137 0.0483 -4.0514
H -1.6788 -2.9385 5.6201
H 4.6075 -0.4720 -3.7919
H 6.5182 -1.6875 -2.9872
H -2.4755 -1.0649 -1.2591
H 0.4621 1.3640 1.8073
H 3.5044 -0.2868 -1.6475
H -2.1658 -1.8994 -2.8297
H 1.7593 0.4470 -0.0911
H -2.0018 1.1174 -2.6379
H -0.0865 -2.6203 4.9106
H -3.4157 0.1903 -3.1423
H -5.4374 1.5866 2.6606
H -1.6138 -0.9633 4.0776
H 1.6159 -1.1991 0.5780
H 0.2205 -0.2299 2.4720

## Properties
SMILES = CCO.CCO.CCO.CCO.CCO.CCO
DFT total energy = -930.1826 Eh
HOMO energy = -9.662 eV
LUMO = 0.0218 Eh
Maximum force = 0.777 eV Å⁻¹

***

(4)
Computed, not measured: C23H41GeN2O4PdS as an isolated structure, with ωB97M-V/def2-TZVPD.

Geometry (Å):
Pd 0.2909 -0.5931 0.6506
Ge 0.1406 0.0522 -2.2812
S 0.8889 -0.0731 2.8996
O -0.3366 -1.5201 -1.2264
O 1.8477 -0.0721 -1.5817
O -0.4195 1.0109 -0.7165
O -3.8480 -0.5671 2.5244
N -1.6897 -0.6419 3.1555
N -0.2727 -2.5019 3.0585
C -2.7511 -1.1798 -1.1553
C -3.0220 -4.1911 5.3553
C -1.1720 2.6816 0.7808
C -2.9633 -1.2176 3.0239
C -2.7279 -2.9380 4.8403
C -0.3527 2.4135 -0.4774
C 2.8462 -1.0078 -1.9554
C 1.5165 -3.0689 5.4216
C 1.2969 -3.9928 4.2313
C -3.7787 -5.0855 4.6098
C -1.6022 -2.1714 -1.3337
C 2.8828 -2.1268 -0.9111
C -0.4193 -1.1802 3.0111
C -1.6560 -3.2215 -0.2289
C 4.1751 -0.2586 -1.9580
C 1.0965 2.8394 -0.2694
C -0.9662 3.1519 -1.6650
C 0.9848 -3.2348 2.9482
C -4.2603 -4.7242 3.3581
C -3.2061 -2.5789 3.5819
C 2.5827 -1.6047 -3.3381
C -1.6786 -2.8486 -2.6988
C -3.9871 -3.4655 2.8476
H 4.1528 0.5367 -2.7048
H -1.2088 3.7502 1.0020
H -4.8546 -5.4217 2.7833
H 2.1889 -4.5969 4.0505
H 3.3880 -2.2848 -3.6229
H 0.6323 -2.4587 5.6176
H -0.7908 -3.8843 -0.2985
H -2.1919 2.3163 0.6450
H -2.6634 -4.4685 6.3376
H 2.5163 -0.8157 -4.0895
H -0.8609 -3.5632 -2.8089
H 1.6466 -2.1696 -3.3432
H -4.3679 -3.1567 1.8829
H -0.7187 2.1709 1.6340
H 1.5347 2.2765 0.5571
H 1.7676 -2.5148 2.7184
H 1.1586 3.9060 -0.0415
H 2.3482 -2.3872 5.2383
H -2.5655 -3.8227 -0.2963
H -1.1067 -3.0651 3.1350
H -0.3869 2.9767 -2.5734
H 1.9264 -2.6528 -0.9001
H 4.3419 0.1955 -0.9801
H -2.7430 -0.4300 -1.9479
H -2.6254 -3.3791 -2.8190
H 1.6896 2.6322 -1.1610
H -1.6396 -2.7259 0.7464
H -1.5974 -2.1079 -3.4961
H -1.9866 2.8044 -1.8360
H 1.7342 -3.6376 6.3255
H -4.0001 -6.0664 5.0097
H -0.9897 4.2273 -1.4790
H -2.1347 -2.2336 5.4113
H 0.8950 -3.9191 2.1014
H 3.6814 -2.8421 -1.1237
H -2.6625 -0.6617 -0.1982
H 5.0088 -0.9279 -2.1825
H 3.0586 -1.6936 0.0778
H 0.4857 -4.6976 4.4418
H -3.7115 -1.7005 -1.1831
H -1.7035 0.3428 2.9163

## Properties
DFT total energy = -3914.5397 Eh
HOMO energy (alpha / beta) = -7.539 / -7.562 eV
LUMO (alpha / beta) = -0.0102 / -0.0170 Eh
Spin multiplicity = 2
Maximum force = 0.179 eV Å⁻¹
⟨S²⟩ = 0.75

***

(5)
Computed, not measured: one molecule with the formula C6H6, with ωB97M-V/def2-TZVPD.

Geometry (Å):
C 1.2082 0.0494 -1.0856
C 2.5020 0.2297 -0.6282
C -1.1182 -0.7051 -0.1105
C 3.3730 0.0836 0.1917
C -1.7452 0.6429 0.2630
C 0.1241 -0.4122 -0.8097
H -2.7540 0.5289 0.6639
H -1.1179 1.1486 1.0047
H -1.7871 -1.3434 -0.6926
H 3.9396 -0.2342 1.0316
H -0.8482 -1.2676 0.7968
H -1.7765 1.2795 -0.6252

## Properties
SMILES = C#CC#CCC
DFT total energy = -232.0626 Eh
HOMO energy = -9.119 eV
LUMO = 0.0363 Eh
Maximum force = 0.760 eV Å⁻¹

***

(6)
Computed, not measured: one molecule with the formula H4O3Si in a non-equilibrium geometry, with ωB97M-V/def2-TZVPD.

Geometry (Å):
Si -0.2029 0.1656 0.1111
O 0.8587 1.1126 -0.6962
O -1.6644 -0.0019 -0.5658
O 0.4260 -1.2638 0.4865
H -2.4590 -0.4909 -0.2934
H -0.0006 1.1697 1.5464
H 1.3623 -1.3327 0.5747
H 1.6799 0.6416 -1.1634

## Properties
SMILES = O[SiH](O)O
DFT total energy = -517.7153 Eh
HOMO energy = -10.123 eV
LUMO = 0.0140 Eh
Maximum force = 4.291 eV Å⁻¹

***

(7)
Computed, not measured: one molecule with the formula C4H13N3 in a non-equilibrium geometry, with ωB97M-V/def2-TZVPD.

Geometry (Å):
N 0.9273 -0.6533 2.5849
N 0.7469 -0.8368 -3.0116
N -0.1897 0.7510 -0.0033
C -0.0338 0.2740 -2.4029
C -0.8511 0.4931 1.2779
C 0.1247 0.5512 2.4305
C -0.7013 -0.1294 -1.0842
H -1.7641 1.1025 1.3368
H 1.5355 -0.4755 -3.5252
H -0.7980 0.5296 -3.1253
H -0.4612 0.5939 3.3519
H -0.6158 -1.1752 -0.7877
H 1.0071 -1.4905 -2.2888
H 0.7964 0.5264 0.0934
H 1.6266 -0.8329 1.8859
H 0.3881 -1.4555 2.8575
H -1.3439 -0.4729 1.2871
H -1.7471 0.1342 -1.1657
H 0.5958 1.1277 -2.1803
H 0.7574 1.4382 2.4690

## Properties
SMILES = NCCNCCN
DFT total energy = -324.4306 Eh
HOMO energy = -8.823 eV
LUMO = 0.0379 Eh
Maximum force = 1.661 eV Å⁻¹

***

(8)
Computed, not measured: a 2-piece molecular cluster, C3H9O2P overall in a non-equilibrium geometry, with ωB97M-V/def2-TZVPD.

Geometry (Å):
P -2.6852 0.8587 -0.0505
O -0.9303 -1.0196 -1.2697
O -1.7841 -1.7274 0.7013
C -1.4273 -0.6405 0.0026
C 1.5151 0.3801 -0.1643
C 0.6404 0.1267 1.0536
H -1.8618 1.5854 0.8143
H -0.4535 -0.2102 -1.5131
H -1.7710 -2.6207 0.2243
H 1.6836 1.3973 -0.4257
H 2.4976 0.0327 0.1506
H 0.6841 -0.8400 1.6374
H 0.3362 1.0657 1.5814
H 1.2974 -0.2881 -0.9053
H -2.1047 1.4625 -1.1722

## Properties
DFT total energy = -611.3758 Eh
HOMO energy (alpha / beta) = -7.222 / -7.035 eV
LUMO (alpha / beta) = 0.0240 / 0.0259 Eh
Maximum force = 4.030 eV Å⁻¹